{
  "formula": "CHF3LuNO4S2",
  "method": "wB97M-V/def2-TZVPD",
  "species": ["O", "S", "H", "O", "Lu", "O", "N", "F", "S", "C", "F", "O", "F"],
  "positions_angstrom": [[0.5537, -0.4101, -1.2370], [-1.9783, 0.4073, 0.3535], [-2.2920, -0.8455, -2.4720], [0.7926, -2.1758, 0.5278], [-0.7663, 0.3866, -2.9314], [-1.7553, 1.0858, -0.9273], [-0.7555, -0.2346, 1.0139], [3.0587, -0.1334, 0.4044], [0.5747, -0.7963, 0.1896], [1.9349, 0.2661, 0.9471], [1.7001, 1.5205, 0.6576], [-3.0079, 0.8576, 1.2340], [1.9407, 0.0716, 2.2398]],
  "nbo_charge": [-1.08, 2.33, -0.45, -0.74, 2.28, -0.96, -0.97, -0.25, 2.15, 0.82, -0.28, -0.60, -0.24],
  "total_energy_ev": -74153.219,
  "charge": 2,
  "e_homo_ev": -19.21,
  "orbital_gap_ha": 0.288,
  "e_lumo_ev": -11.36
}

{
  "formula": "C4H12N2S",
  "method": "wB97M-V/def2-TZVPD",
  "species": ["H", "C", "H", "C", "H", "H", "H", "S", "H", "C", "H", "N", "H", "H", "H", "N", "C", "H", "H"],
  "positions_angstrom": [[-1.7898, -0.1247, -2.7345], [-1.2072, 0.0522, -0.8438], [-2.6225, -1.3964, -0.8154], [0.1469, 0.9412, -2.6427], [2.2721, 0.3877, 2.3323], [0.4070, 0.4613, -3.6508], [-0.3089, 0.3371, 2.9418], [1.1878, -1.1479, 0.8515], [0.0200, 2.0502, -2.7056], [1.4793, 0.5035, 1.6549], [-1.7319, -1.2079, 0.6263], [-1.1078, 0.3346, -2.1259], [-0.2944, 0.2258, -0.2703], [0.6131, 1.8394, 3.1521], [-0.4733, 1.6600, 1.7371], [-2.0223, -0.8436, -0.2539], [0.2563, 1.1325, 2.4024], [0.9383, 0.6804, -1.9485], [1.8252, 1.2394, 0.9457]],
  "nbo_charge": [0.40, 0.35, 0.39, -0.42, 0.20, 0.23, 0.21, -0.66, 0.21, -0.51, 0.45, -0.54, 0.27, 0.20, 0.18, -0.74, -0.62, 0.25, 0.17],
  "total_energy_ev": -18156.086,
  "e_homo_ev": -6.33,
  "orbital_gap_ha": 0.234,
  "e_lumo_ev": 0.03
}

{
  "formula": "C24H30N2O6",
  "method": "wB97M-V/def2-TZVPD",
  "species": ["H", "H", "C", "C", "H", "C", "H", "H", "H", "H", "C", "N", "O", "C", "C", "H", "H", "H", "O", "C", "C", "C", "O", "O", "H", "H", "H", "H", "C", "H", "C", "C", "C", "H", "H", "O", "O", "N", "H", "H", "C", "C", "H", "C", "H", "C", "H", "H", "C", "C", "H", "H", "H", "H", "H", "C", "C", "C", "H", "C", "C", "H"],
  "positions_angstrom": [[2.9470, 0.2748, -3.2132], [5.2601, -1.8216, -0.8297], [-2.9827, 0.0080, -1.0599], [-1.4637, 0.0548, 0.9522], [4.6213, 0.7348, -2.9192], [0.2806, -1.7578, -0.8037], [0.4523, -1.7351, 0.2781], [-5.3075, 3.1160, 0.8258], [-4.9885, -1.0303, 2.7730], [1.2705, 0.1120, -1.1947], [-1.9584, -1.9348, -1.8155], [3.7711, -0.4369, -1.4593], [-2.2188, 2.6371, -0.0915], [1.6477, 1.9299, 1.2703], [-4.2546, 3.1694, 0.6419], [5.8298, -0.2195, -1.3294], [-5.0046, -2.0150, 4.2578], [2.9391, -2.3884, -1.6874], [-1.8496, -2.9998, -2.3992], [-2.1348, 3.7914, 0.5731], [-0.3435, 0.8032, 2.9408], [5.0313, -0.7437, -0.7999], [-3.2880, -1.0336, 3.9669], [-5.1813, 0.8159, -0.8360], [4.7998, 0.7965, 0.6862], [1.3769, 2.8107, 1.8619], [0.4591, 1.3273, 3.4343], [-3.2330, -1.0777, 1.2386], [-1.5598, -0.0210, -0.5555], [6.0032, -0.4333, 1.0983], [-1.3177, 0.2042, 3.7130], [5.0268, -0.2655, 0.6506], [-4.3995, -1.6970, 3.4105], [5.3387, -1.6243, -3.4553], [-4.0194, -2.3834, -2.8778], [-4.2641, -1.5395, -2.4527], [0.5150, 1.3092, 0.7131], [-1.0521, -1.2831, -1.0694], [0.3157, -2.7949, -1.1484], [3.6600, -2.0281, -3.8309], [-2.3752, -0.4832, 3.1218], [4.3867, -1.2207, -3.7926], [2.2590, 2.2350, 0.4222], [-3.1985, -1.1098, -1.7946], [2.7844, -1.6238, -0.1016], [1.3470, -0.9256, -1.5180], [2.2206, 1.2356, 1.8921], [-4.0950, -2.5763, 2.8340], [-3.9865, 1.0036, -0.6840], [3.9123, -0.0968, -2.8635], [-0.9732, 0.8032, -0.9770], [-1.1682, 4.2527, 0.6327], [4.5148, -0.8306, -4.7989], [-3.5790, 5.0497, 1.6217], [1.1674, -0.9748, -2.5926], [-2.4310, -0.5558, 1.7353], [-3.3546, 4.1706, 1.0535], [2.7486, -1.4295, -1.1762], [4.2850, -0.7975, 1.2402], [-0.4010, 0.7388, 1.5522], [-3.5119, 2.2423, -0.0533], [-1.2765, 0.2617, 4.7887]],
  "nbo_charge": [0.19, 0.17, -0.21, -0.10, 0.19, -0.21, 0.20, 0.24, 0.18, 0.22, 0.61, -0.46, -0.40, -0.25, -0.22, 0.19, 0.20, 0.17, -0.64, 0.12, -0.30, -0.21, -0.49, -0.53, 0.21, 0.17, 0.22, 0.22, -0.07, 0.21, -0.22, -0.61, -0.25, 0.20, 0.51, -0.61, -0.53, -0.40, 0.23, 0.20, 0.27, -0.64, 0.21, 0.32, 0.19, -0.42, 0.18, 0.18, 0.50, -0.21, 0.25, 0.20, 0.22, 0.23, 0.20, -0.24, -0.32, -0.22, 0.20, 0.35, 0.15, 0.22],
  "total_energy_ev": -40638.927,
  "e_homo_ev": -8.14,
  "orbital_gap_ha": 0.295,
  "e_lumo_ev": -0.13,
  "smiles": "CCN(CC)CCCN1C(=O)C(O)=C(C(=O)c2ccco2)[C@H]1c1cc(OC)ccc1OC"
}

{
  "formula": "H3NOS2",
  "method": "wB97M-V/def2-TZVPD",
  "species": ["H", "S", "N", "S", "H", "O", "H"],
  "positions_angstrom": [[-0.0888, -0.1451, 1.4707], [-0.0133, 0.3947, -0.4628], [-0.1097, -0.8700, 0.6513], [-0.1443, 2.1301, 0.3013], [-1.2986, 0.0596, -1.1910], [0.9957, 0.0378, -1.4594], [0.6590, -1.6071, 0.6899]],
  "nbo_charge": [0.40, 1.50, -1.05, -0.38, 0.03, -0.93, 0.43],
  "total_energy_ev": -25254.551,
  "e_homo_ev": -10.08,
  "orbital_gap_ha": 0.381,
  "e_lumo_ev": 0.28,
  "smiles": "N[S@H](=O)=S"
}